The following is a quantum chemistry calculation of C34H22Cl2F9N2OPS2Ti as an isolated structure at a distorted geometry, from the OMol25 dataset.

- charge = -2
- energy above the lowest of the compared OMol25 structures with the same formula, charge and spin (eV) = 0.802
- LUMO energy (eV) = 4.2
- molar mass (Da) = 859.426
- max |F| (eV/Å) = 3.2

```
74
Properties=species:S:1:pos:R:3:forces:R:3:lowdin_charge:R:1
Ti 1.165 1.209 0.368 -0.27 0.81 0.65 0.558
Cl 3.167 0.053 -3.117 -0.41 0.96 -0.70 0.723
Cl 2.645 -2.391 1.672 -0.67 0.51 1.08 0.752
S 0.250 2.864 -1.351 -0.06 -0.26 0.02 0.542
S 3.002 2.906 0.179 0.30 -0.37 0.44 0.559
P -1.732 -0.305 -0.093 -1.49 -0.37 -0.50 0.726
F -0.383 0.302 5.316 -1.06 0.35 -0.91 0.132
F 3.165 0.054 3.771 1.75 -0.07 -0.14 0.199
F 0.895 3.470 3.606 0.18 0.57 -0.38 0.161
F 2.753 2.759 4.430 -0.37 -0.39 0.01 0.147
F -1.017 2.017 4.063 -0.99 -0.31 0.52 0.151
F 0.921 2.711 5.587 0.18 -0.51 0.29 0.135
F 2.161 0.351 5.675 0.97 0.63 1.17 0.157
F 1.472 -1.086 4.345 -0.47 -1.74 -0.64 0.147
F -0.958 0.084 3.149 0.19 -0.27 1.25 0.159
O 1.383 1.205 2.380 -0.22 0.20 -0.87 -0.198
N 2.088 -0.127 -0.240 0.05 -0.44 -0.92 -0.142
N -0.707 0.677 0.418 0.68 0.60 -0.12 -0.355
C 3.176 -2.254 0.052 -0.48 1.05 0.34 -0.607
C 1.421 2.503 4.349 0.54 1.84 -0.32 -0.538
C 1.117 1.159 3.662 0.52 -0.62 0.94 -0.351
C 2.861 3.672 -1.367 -0.36 1.25 -0.34 -0.732
C 3.950 4.392 -1.930 -0.40 -1.02 0.70 -0.160
C -0.850 -2.472 -4.054 -0.72 -0.91 0.96 -0.088
C -0.536 -0.582 -2.595 -2.14 -1.96 1.42 -0.068
C 4.061 -2.324 -2.492 1.28 -1.93 0.72 -0.138
C -3.208 -3.301 2.390 1.16 -0.58 -0.27 -0.087
C -5.051 1.903 0.746 0.16 0.87 1.33 -0.116
C -6.002 1.574 -0.189 -0.19 0.32 0.69 -0.112
C -1.982 -1.779 0.934 0.85 -1.33 0.35 -0.264
C -2.138 -2.339 -2.030 0.70 0.93 -1.00 -0.107
C 1.592 3.777 -1.997 0.81 0.13 -0.53 -0.712
C 2.594 5.212 -3.723 0.63 -0.45 1.48 -0.152
C -3.474 0.360 -0.167 -0.56 -0.39 -1.39 -0.218
C 1.515 4.570 -3.175 -0.48 -1.09 0.49 -0.152
C -4.446 0.050 -1.211 0.69 1.11 2.92 -0.044
C -1.827 -3.001 -3.196 0.11 0.34 -0.88 -0.103
C 3.827 5.139 -3.066 0.30 0.31 -1.02 -0.153
C 2.814 -1.111 -0.753 -0.16 -1.36 1.79 -0.430
C -3.823 1.271 0.838 0.24 0.04 -1.63 -0.086
C -5.718 0.591 -1.127 1.40 0.66 0.96 -0.105
C -0.354 0.852 4.063 0.44 0.09 -0.94 -0.504
C 4.451 -3.384 -1.594 -1.11 2.37 -1.41 -0.105
C -3.128 -2.139 1.652 1.02 -0.02 -0.30 -0.085
C 3.990 -3.271 -0.298 0.75 -0.70 -1.70 -0.201
C -0.864 -2.647 0.992 -1.89 0.29 0.84 -0.068
C -2.106 -4.169 2.373 -1.00 0.76 0.63 -0.105
C -1.506 -1.118 -1.728 0.03 -0.14 0.31 -0.237
C -0.950 -3.823 1.727 0.59 0.34 -1.08 -0.088
C -0.232 -1.282 -3.715 1.25 -0.61 -1.65 -0.096
C 3.327 -1.266 -2.044 0.03 0.55 -0.23 -0.650
C 2.025 0.111 4.375 -1.59 0.35 -0.47 -0.638
H 4.281 -4.015 0.397 0.01 -0.52 0.76 0.075
H 0.014 0.219 -2.251 1.09 1.93 0.32 0.014
H -3.929 -1.472 1.656 -1.33 0.98 -0.04 0.074
H -2.878 -2.832 -1.469 -0.77 -0.02 1.33 0.090
H -6.392 0.228 -1.819 -1.67 -0.28 -1.43 0.067
H -0.527 -3.136 -4.838 0.21 0.39 -0.55 0.088
H 5.052 -4.199 -1.893 0.58 -0.65 -0.42 0.063
H -4.289 -0.578 -2.044 0.77 -0.84 -0.53 0.077
H -4.068 -3.548 2.992 -0.23 0.05 -0.03 0.090
H 4.735 5.576 -3.494 -0.35 0.06 0.06 0.082
H -3.059 1.677 1.481 0.15 -0.36 0.37 0.101
H -5.251 2.720 1.470 -0.01 -0.58 -0.55 0.109
H 4.408 -2.244 -3.524 0.00 -0.36 0.30 0.082
H -2.399 -3.897 -3.457 0.47 0.11 0.08 0.095
H 4.928 4.264 -1.488 0.04 0.08 0.24 0.081
H -0.080 -4.456 1.666 0.11 -0.34 0.42 0.095
H -6.899 2.173 -0.065 -0.36 -0.52 -0.70 0.092
H 0.624 -0.959 -4.292 -0.03 0.13 -0.21 0.085
H 0.051 -2.396 0.530 0.85 0.35 -0.61 0.068
H -2.165 -5.034 2.986 0.10 -0.87 0.28 0.079
H 2.434 5.703 -4.630 0.12 0.90 -1.34 0.058
H 0.616 4.581 -3.774 -0.43 -0.04 0.30 0.081
```
Forces are in eV/Å.

The following is a quantum chemistry calculation of an isolated ion of composition H2N3O2 and charge -1 at a distorted geometry, from the OMol25 dataset.

- charge = -1
- energy above the lowest of the compared OMol25 structures with the same formula, charge and spin (eV) = 1.830
- LUMO energy (eV) = 5.2
- molar mass (Da) = 76.035
- max |F| (eV/Å) = 5.0

```
7
Properties=species:S:1:pos:R:3:forces:R:3:lowdin_charge:R:1
O 2.531 -2.090 -0.931 -0.59 0.78 1.06 -0.163
O 1.726 -1.105 0.947 0.33 -0.32 -0.83 -0.173
N -0.395 -0.286 -0.254 3.22 -2.42 2.90 -0.069
N 1.658 -1.395 -0.315 -1.96 0.49 -1.01 -0.537
N 0.603 -0.982 -1.015 1.47 -1.63 -1.05 -0.101
H 0.315 -0.257 0.598 -2.23 0.75 -0.29 0.054
H -0.343 0.579 -0.689 -0.25 2.35 -0.79 -0.012
```
Forces are in eV/Å.

Question: energy above the lowest of the compared OMol25 structures with the same formula, charge and spin of number 2 (H2N3O2)?
Answer: 1.830 eV